[1]
{"formula": "C20H23Cl3N4O3Se2V", "method": "the ωB97M-V functional and the def2-TZVPD basis", "s_squared": 3.774, "molar_mass_g_mol": 682.65, "multiplicity": 4, "de_lowest_kcal_mol": 33.83, "lumo_ev": [0.142, 0.066], "gap_ha": [0.2345, 0.2466], "e_tot_ha": -8348.1076, "species": ["V", "O", "C", "C", "C", "O", "C", "Se", "C", "Se", "H", "H", "H", "H", "H", "H", "H", "H", "H", "H", "Cl", "C", "Cl", "Cl", "C", "N", "C", "C", "C", "C", "C", "N", "C", "O", "N", "C", "C", "C", "C", "N", "C", "C", "C", "H", "H", "H", "H", "H", "H", "H", "H", "H", "H", "H", "H", "H"], "coordinates": [[-1.388, -2.152, 0.599], [-6.242, -5.487, 0.752], [-5.058, -5.961, 1.378], [-3.928, -4.913, 1.236], [-2.732, -5.614, 1.896], [-1.586, -4.785, 2.032], [-4.420, -3.679, 2.002], [-3.339, -2.051, 2.139], [-3.762, -4.689, -0.278], [-2.154, -3.815, -0.986], [-6.947, -6.116, 0.925], [-4.735, -6.900, 0.908], [-5.243, -6.150, 2.443], [-2.489, -6.505, 1.303], [-3.050, -5.952, 2.893], [-0.859, -5.339, 2.328], [-4.645, -3.974, 3.029], [-5.359, -3.372, 1.549], [-4.641, -4.168, -0.651], [-3.754, -5.669, -0.761], [2.130, -4.011, -3.129], [2.356, -2.513, -2.205], [3.895, -2.544, -1.335], [2.271, -1.111, -3.285], [1.263, -2.417, -1.228], [0.381, -2.332, -0.499], [3.789, 8.013, -2.459], [3.773, 6.572, -2.038], [2.653, 5.773, -2.230], [2.639, 4.436, -1.856], [3.754, 3.877, -1.241], [3.799, 2.521, -0.850], [2.817, 1.736, -0.292], [2.962, 0.531, -0.192], [1.722, 2.424, 0.186], [0.606, 1.851, 0.807], [-0.176, 2.628, 1.656], [-1.291, 2.053, 2.238], [-1.596, 0.731, 1.965], [-0.859, -0.017, 1.139], [0.216, 0.537, 0.573], [4.885, 4.667, -1.046], [4.893, 5.988, -1.450], [2.823, 8.316, -2.860], [4.541, 8.191, -3.230], [4.022, 8.668, -1.618], [1.774, 6.193, -2.704], [1.771, 3.827, -2.070], [4.658, 2.013, -0.985], [1.809, 3.424, 0.261], [0.087, 3.659, 1.859], [-1.926, 2.616, 2.907], [-2.457, 0.253, 2.416], [0.801, -0.080, -0.083], [5.758, 4.238, -0.568], [5.785, 6.582, -1.292]]}


[2]
{"formula": "C20H23ClGeI2N2O3PdS", "method": "the ωB97M-V functional and the def2-TZVPD basis", "s_squared": 0.756, "molar_mass_g_mol": 839.77, "multiplicity": 2, "de_lowest_kcal_mol": 25.07, "total_charge": -1, "lumo_ev": [2.172, 2.172], "gap_ha": [0.2390, 0.2515], "e_tot_ha": -4769.7816, "species": ["Pd", "I", "C", "C", "C", "I", "C", "O", "C", "C", "N", "C", "C", "C", "C", "C", "C", "N", "C", "H", "H", "H", "H", "H", "H", "H", "H", "H", "H", "H", "S", "C", "Cl", "C", "C", "O", "O", "H", "H", "C", "Ge", "C", "C", "C", "H", "H", "H", "H", "H", "H", "H", "H", "H", "H"], "coordinates": [[-0.281, -0.547, -1.148], [-3.136, 4.121, 4.485], [-2.266, 2.629, 3.318], [-1.147, 1.952, 3.778], [-0.618, 0.930, 3.011], [1.146, 0.036, 3.673], [-1.177, 0.485, 1.775], [-0.739, -0.521, 1.132], [-2.287, 1.275, 1.321], [-2.861, 1.013, -0.044], [-1.861, 1.250, -1.097], [-1.216, 2.550, -1.022], [0.192, 2.505, -0.452], [0.791, 3.659, 0.055], [2.107, 3.595, 0.466], [2.790, 2.394, 0.367], [2.108, 1.295, -0.137], [0.839, 1.357, -0.528], [-2.811, 2.300, 2.085], [-0.689, 2.214, 4.721], [-3.188, -0.024, -0.137], [-3.733, 1.667, -0.180], [-2.249, 1.099, -2.020], [-1.137, 2.961, -2.033], [-1.804, 3.258, -0.427], [0.224, 4.579, 0.121], [2.599, 4.477, 0.860], [3.819, 2.299, 0.682], [2.581, 0.324, -0.227], [-3.653, 2.864, 1.700], [-1.796, -3.032, -2.533], [-0.745, -2.628, -1.428], [1.243, -0.878, -6.292], [0.580, 0.513, -5.359], [0.185, 0.100, -3.939], [1.123, -0.183, -3.153], [-1.032, 0.098, -3.668], [-0.283, 0.873, -5.906], [1.368, 1.261, -5.326], [2.724, -2.722, 1.350], [0.981, -3.319, 0.731], [-0.466, -3.265, 2.022], [1.216, -5.226, 0.311], [0.540, -2.531, -0.999], [3.073, -3.394, 2.136], [2.697, -1.706, 1.739], [3.428, -2.766, 0.517], [-0.481, -4.206, 2.576], [-1.409, -3.145, 1.487], [-0.367, -2.429, 2.708], [1.440, -5.789, 1.220], [2.032, -5.380, -0.399], [0.301, -5.626, -0.129], [1.310, -2.613, -1.761]]}


[3]
{"formula": "C20H23ClN2O2", "method": "the ωB97M-V functional and the def2-TZVPD basis", "molar_mass_g_mol": 358.87, "de_lowest_kcal_mol": 1.73, "smiles": "CCCCC(=O)Nc1cc(C(=O)NCCc2ccccc2)ccc1Cl", "lumo_ev": 0.595, "gap_ha": 0.3427, "e_tot_ha": -1496.1674, "species": ["C", "C", "C", "C", "C", "O", "N", "C", "C", "C", "C", "O", "N", "C", "C", "C", "C", "C", "C", "C", "C", "C", "C", "C", "Cl", "H", "H", "H", "H", "H", "H", "H", "H", "H", "H", "H", "H", "H", "H", "H", "H", "H", "H", "H", "H", "H", "H", "H"], "coordinates": [[3.534, -3.537, -0.607], [2.396, -2.958, -1.437], [1.259, -3.962, -1.615], [0.117, -3.388, -2.461], [-0.447, -2.120, -1.843], [-0.311, -1.025, -2.333], [-1.104, -2.371, -0.669], [-1.660, -1.477, 0.235], [-1.717, -0.104, 0.019], [-2.245, 0.744, 0.983], [-2.214, 2.212, 0.696], [-2.469, 2.676, -0.394], [-1.883, 2.977, 1.773], [-1.419, 4.333, 1.591], [0.120, 4.390, 1.600], [0.660, 3.363, 0.643], [0.682, 3.614, -0.722], [1.079, 2.633, -1.611], [1.462, 1.386, -1.149], [1.453, 1.129, 0.210], [1.053, 2.112, 1.099], [-2.760, 0.228, 2.166], [-2.738, -1.139, 2.384], [-2.183, -1.975, 1.435], [-2.140, -3.687, 1.748], [3.182, -3.817, 0.384], [3.945, -4.423, -1.086], [4.333, -2.808, -0.492], [2.012, -2.058, -0.951], [2.773, -2.664, -2.419], [0.888, -4.261, -0.631], [1.643, -4.860, -2.105], [0.489, -3.133, -3.454], [-0.679, -4.128, -2.566], [-1.158, -3.337, -0.367], [-1.336, 0.310, -0.901], [-1.547, 2.502, 2.597], [-1.832, 4.970, 2.378], [-1.801, 4.658, 0.621], [0.436, 5.394, 1.312], [0.484, 4.189, 2.611], [0.371, 4.582, -1.090], [1.079, 2.837, -2.671], [1.748, 0.615, -1.847], [1.748, 0.159, 0.584], [1.046, 1.900, 2.161], [-3.204, 0.878, 2.904], [-3.146, -1.556, 3.291]]}


[4]
{"formula": "C20H23ClN2V", "method": "the ωB97M-V functional and the def2-TZVPD basis", "s_squared": 0.760, "molar_mass_g_mol": 377.81, "multiplicity": 2, "de_lowest_kcal_mol": 151.39, "total_charge": 2, "lumo_ev": [-9.256, -9.390], "gap_ha": [0.0803, 0.2443], "e_tot_ha": -2288.7662, "species": ["C", "C", "C", "C", "Cl", "H", "H", "H", "H", "H", "H", "H", "H", "H", "C", "C", "C", "H", "C", "C", "H", "H", "H", "H", "C", "C", "C", "H", "C", "C", "H", "H", "H", "H", "V", "N", "C", "C", "C", "C", "N", "C", "C", "H", "H", "H", "H"], "coordinates": [[0.317, -5.705, -3.154], [0.601, -6.132, -1.703], [-1.122, -5.390, -3.540], [1.441, -4.973, -3.892], [1.055, -1.880, -0.518], [-1.711, -6.113, -4.159], [-1.081, -4.417, -4.054], [-1.658, -5.196, -2.597], [0.834, -7.201, -1.460], [-0.268, -5.808, -1.112], [1.430, -5.497, -1.355], [2.052, -5.503, -4.664], [2.112, -4.573, -3.118], [0.974, -4.088, -4.345], [-1.618, -0.262, 1.862], [-2.377, -0.631, 0.674], [-1.981, -1.989, 0.347], [-3.224, -0.060, 0.290], [-0.975, -2.385, 1.270], [-0.663, -1.275, 2.122], [0.107, -1.236, 2.889], [-1.884, 0.558, 2.552], [-2.547, -2.650, -0.260], [-0.612, -3.378, 1.438], [1.581, 1.055, -1.660], [0.411, 1.854, -1.559], [-0.705, 1.110, -2.143], [0.381, 2.915, -1.270], [-0.127, -0.056, -2.785], [1.275, -0.043, -2.525], [2.018, -0.640, -2.994], [2.550, 1.305, -1.227], [-1.709, 1.522, -2.257], [-0.597, -0.619, -3.534], [-0.422, -0.400, -0.462], [0.791, 5.826, 3.933], [0.615, 4.880, 3.268], [0.407, 3.697, 2.459], [-0.775, 3.515, 1.735], [-0.910, 2.368, 0.964], [0.033, 1.409, 0.906], [1.166, 1.582, 1.593], [1.394, 2.713, 2.373], [-1.581, 4.244, 1.754], [-1.827, 2.223, 0.388], [1.938, 0.806, 1.521], [2.330, 2.816, 2.915]]}


Repeat the third record exactly.
{"formula": "C20H23ClN2O2", "method": "the ωB97M-V functional and the def2-TZVPD basis", "molar_mass_g_mol": 358.87, "de_lowest_kcal_mol": 1.73, "smiles": "CCCCC(=O)Nc1cc(C(=O)NCCc2ccccc2)ccc1Cl", "lumo_ev": 0.595, "gap_ha": 0.3427, "e_tot_ha": -1496.1674, "species": ["C", "C", "C", "C", "C", "O", "N", "C", "C", "C", "C", "O", "N", "C", "C", "C", "C", "C", "C", "C", "C", "C", "C", "C", "Cl", "H", "H", "H", "H", "H", "H", "H", "H", "H", "H", "H", "H", "H", "H", "H", "H", "H", "H", "H", "H", "H", "H", "H"], "coordinates": [[3.534, -3.537, -0.607], [2.396, -2.958, -1.437], [1.259, -3.962, -1.615], [0.117, -3.388, -2.461], [-0.447, -2.120, -1.843], [-0.311, -1.025, -2.333], [-1.104, -2.371, -0.669], [-1.660, -1.477, 0.235], [-1.717, -0.104, 0.019], [-2.245, 0.744, 0.983], [-2.214, 2.212, 0.696], [-2.469, 2.676, -0.394], [-1.883, 2.977, 1.773], [-1.419, 4.333, 1.591], [0.120, 4.390, 1.600], [0.660, 3.363, 0.643], [0.682, 3.614, -0.722], [1.079, 2.633, -1.611], [1.462, 1.386, -1.149], [1.453, 1.129, 0.210], [1.053, 2.112, 1.099], [-2.760, 0.228, 2.166], [-2.738, -1.139, 2.384], [-2.183, -1.975, 1.435], [-2.140, -3.687, 1.748], [3.182, -3.817, 0.384], [3.945, -4.423, -1.086], [4.333, -2.808, -0.492], [2.012, -2.058, -0.951], [2.773, -2.664, -2.419], [0.888, -4.261, -0.631], [1.643, -4.860, -2.105], [0.489, -3.133, -3.454], [-0.679, -4.128, -2.566], [-1.158, -3.337, -0.367], [-1.336, 0.310, -0.901], [-1.547, 2.502, 2.597], [-1.832, 4.970, 2.378], [-1.801, 4.658, 0.621], [0.436, 5.394, 1.312], [0.484, 4.189, 2.611], [0.371, 4.582, -1.090], [1.079, 2.837, -2.671], [1.748, 0.615, -1.847], [1.748, 0.159, 0.584], [1.046, 1.900, 2.161], [-3.204, 0.878, 2.904], [-3.146, -1.556, 3.291]]}


- Number 4 is which compound?
  C20H23ClN2V